Here is a cluster of 2 separate species, C9H11Cl2NO2 in total from the OMol25 dataset. Energies are from ωB97M-V/def2-TZVPD.

XYZ file:
```
25
Properties=species:S:1:pos:R:3:lowdin_charge:R:1
O -1.8857 0.3073 -2.1786 0.082
C -2.7693 0.3399 -1.3143 -0.375
C -3.7605 1.4190 -1.2103 -0.009
C -4.5828 1.5609 -0.1451 -0.578
Cl -5.6158 2.9111 0.0096 0.761
C -4.7294 0.4760 0.8850 -0.386
O -5.4995 0.5650 1.8426 0.087
C -3.8707 -0.6982 0.6647 -0.012
C -2.8957 -0.7313 -0.2639 -0.543
Cl -1.9308 -2.1267 -0.4966 0.820
H -3.7402 2.1867 -1.9781 0.125
H -3.9887 -1.5601 1.3220 0.128
C -0.0882 0.9937 1.6846 -0.115
N -0.1281 -0.3112 1.0871 -0.390
C 0.7915 -0.4880 -0.0208 -0.129
C -0.2095 -1.4055 2.0302 -0.137
H -0.9316 1.0690 2.3833 0.082
H 0.8430 1.1752 2.2530 0.084
H -0.1656 1.7420 0.8825 0.085
H 0.5804 -1.4582 -0.4958 0.049
H 0.6073 0.3286 -0.7380 0.081
H 1.8550 -0.4421 0.3031 0.088
H -0.3821 -2.3293 1.4673 0.036
H 0.6984 -1.4954 2.6503 0.085
H -1.0544 -1.1952 2.6966 0.082
```

Summary:
Total energy: -40139.5398 eV
SMILES string: O=C1C=C(Cl)C(=O)C=C1Cl.CN(C)C
Energy relative to the best compared isomer or geometry (same formula, charge and spin): 12.1 kcal per mole
Largest force on an atom: 2.42 eV Å⁻¹
Kohn-Sham gap: 6.29 eV

Here is a structure of composition C9H11Cl2NO4TlV from the OMol25 dataset. Energies are from ωB97M-V/def2-TZVPD.

XYZ file:
```
29
Properties=species:S:1:pos:R:3:mulliken_spin:R:1
Tl 0.0216 -0.5221 -8.0271 -0.001
V -0.0197 -1.4548 -1.0177 2.134
Cl -0.8820 1.9295 -7.7797 0.001
Cl 1.8577 -2.5610 -1.4814 -0.082
C -0.9095 -2.5928 0.1193 -0.089
C -0.7563 0.3190 -10.8473 0.000
C 0.4445 -2.4146 -9.2268 0.000
O -1.3102 -3.3436 0.9520 0.165
O -1.0532 0.5051 -11.9386 0.000
O 0.6106 -3.3167 -9.8809 0.000
O 0.5451 0.0584 0.1948 -0.069
C 0.4467 0.1120 1.4465 -0.003
C 1.5534 0.5797 2.3589 -0.007
C 1.2080 1.8203 3.1944 0.003
C 0.3234 1.5044 4.4105 -0.001
C -1.0876 0.9962 4.0989 -0.005
C -1.1197 -0.3513 3.3982 0.001
N -0.7362 -0.2293 1.9968 -0.049
H 1.8733 -0.2443 3.0248 0.001
H 2.3804 0.8598 1.6984 -0.001
H 2.1456 2.2777 3.5607 -0.001
H 0.7320 2.5928 2.5681 0.000
H 0.8410 0.7465 5.0169 0.000
H 0.2239 2.4225 5.0139 0.000
H -1.6430 0.8767 5.0440 -0.001
H -1.6363 1.7386 3.4977 0.000
H -0.4740 -1.0747 3.9025 -0.002
H -2.1490 -0.7414 3.3978 0.000
H -1.4306 -0.4928 1.3045 0.007
```

Summary:
Total energy: -74567.7487 eV
Total charge: +4
Multiplicity: 3
Energy relative to the best compared isomer or geometry (same formula, charge and spin): 0.0 kcal per mole
Largest force on an atom: 12.69 eV Å⁻¹
<S²>: 2.07
Kohn-Sham gap (spin up / spin down): 2.38 / 2.41 eV

Here is a structure of composition C9H11ClN2O3Pb from the OMol25 dataset. Energies are from ωB97M-V/def2-TZVPD.

XYZ file:
```
27
Properties=species:S:1:pos:R:3:lowdin_charge:R:1
Cl 3.5377 0.3581 0.3095 -0.066
C -0.7521 1.2552 -1.7494 -0.010
C -1.4040 -0.0023 -1.8232 -0.010
C -0.4805 -0.9516 -2.3183 -0.009
H -2.4506 -0.1719 -1.5971 0.139
C 0.7655 -0.2796 -2.5467 -0.320
C 0.5824 1.0931 -2.1754 0.000
H 1.3425 1.8767 -2.3000 0.161
H -1.2239 2.2028 -1.4908 0.138
H -0.6851 -1.9916 -2.5923 0.157
C 1.9821 -0.8651 -3.1612 0.006
Pb 1.2656 -0.7163 0.2500 1.255
C -2.1380 1.2798 0.9282 0.070
C 1.2809 1.6857 1.6064 -0.133
O -2.4601 1.6716 1.9522 0.102
O 1.4923 2.6020 2.2472 0.139
H 2.0792 -1.9397 -2.9501 0.117
H 2.8978 -0.3675 -2.8149 0.101
H 1.9327 -0.7516 -4.2566 0.146
N -2.0820 -1.6088 3.4602 0.200
C -0.9789 -0.8392 3.2973 -0.621
N -0.6153 -0.0502 4.3438 0.202
O -0.3872 -0.7763 2.1829 -0.274
H -2.4268 -1.7692 4.4001 0.132
H -2.2426 -2.3049 2.7442 0.129
H 0.3130 0.3525 4.2917 0.121
H -0.9827 -0.2795 5.2602 0.130
```

Summary:
Total energy: -36386.3806 eV
Total charge: +2
Energy relative to the best compared isomer or geometry (same formula, charge and spin): 1.0 kcal per mole
Largest force on an atom: 2.93 eV Å⁻¹
Kohn-Sham gap (spin up / spin down): 5.78 / 5.75 eV

Here is the ion C9H11F2N2 with charge +1 from the OMol25 dataset. Energies are from ωB97M-V/def2-TZVPD.

XYZ file:
```
24
Properties=species:S:1:pos:R:3:lowdin_charge:R:1
C 1.3835 -1.7442 -0.9577 -0.002
N 0.9529 -1.5410 0.2022 0.082
C -0.2311 -0.4027 0.2357 -0.347
C -1.5382 -0.7804 -0.4875 0.015
N -0.6063 -0.0636 1.7393 0.256
C 0.3995 0.9145 -0.1401 -0.192
C -0.0989 1.8437 -1.0410 0.036
C 0.5241 3.0432 -1.2970 -0.236
F -0.2030 3.8943 -2.0223 0.110
C 1.8156 3.2853 -0.7847 0.101
C 2.3204 2.4519 0.1999 -0.275
F 3.5288 2.6956 0.6003 0.144
C 1.5824 1.3090 0.5856 0.052
H 2.1798 -2.5227 -0.9213 0.116
H 1.0556 -1.3020 -1.7874 0.054
H -1.7017 -1.9144 -0.2908 0.150
H -2.2569 -0.1741 -0.1085 0.055
H -1.3864 -0.4668 -1.4503 0.054
H -1.0755 0.8395 1.7912 0.174
H -1.1925 -0.7846 2.2083 0.187
H 0.2254 -0.0095 2.2626 0.122
H -1.0037 1.5206 -1.4637 0.106
H 2.3247 4.2096 -1.1658 0.161
H 2.0368 0.7157 1.2549 0.077
```

Summary:
Total energy: -17917.4761 eV
Total charge: +1
SMILES string: C=N[C@@](C)([NH3+])c1cc(F)cc(F)c1
Energy relative to the best compared isomer or geometry (same formula, charge and spin): 14.6 kcal per mole
Largest force on an atom: 5.30 eV Å⁻¹
Kohn-Sham gap: 9.74 eV